1.
A cluster of 7 separate species, C24H36ClO22 in total at a distorted geometry, computed with ωB97M-V/def2-TZVPD.

Summary:
Total charge: -1
Maximum force, eV Å⁻¹: 4.97

Each line ends with the Löwdin charge.
Element x y z (Å)
Cl1 -0.51 -0.88 0.08  0.619
O1 -0.95 -1.72 -1.00  -0.357
O2 0.74 -0.27 -0.17  -0.383
O3 -1.42 0.18 0.35  -0.354
O4 -0.33 -1.78 1.27  -0.392
C1 1.46 0.49 -4.03  -0.004
C2 0.41 1.40 -3.44  -0.322
C3 0.99 2.41 -2.49  -0.100
O5 0.30 3.59 -2.86  0.043
C4 -0.23 3.46 -4.11  -0.521
O6 -0.72 4.36 -4.78  0.119
O7 -0.16 2.17 -4.50  0.101
H1 0.90 -0.29 -4.56  0.095
H2 1.89 -0.14 -3.25  0.057
H3 2.24 0.98 -4.62  0.103
H4 -0.36 0.83 -2.93  0.142
H5 2.06 2.53 -2.63  0.136
H6 0.85 2.20 -1.43  0.116
C5 2.46 -0.20 3.10  -0.024
C6 1.96 -0.91 4.31  -0.288
C7 1.52 -2.37 4.22  -0.065
O8 2.23 -2.98 5.31  0.026
C8 3.27 -2.19 5.80  -0.473
O9 4.09 -2.52 6.68  0.094
O10 3.07 -1.00 5.21  0.055
H7 2.31 0.87 3.25  0.059
H8 2.01 -0.61 2.19  0.064
H9 3.53 -0.30 2.94  0.098
H10 1.35 -0.12 4.77  0.155
H11 1.88 -2.84 3.30  0.127
H12 0.46 -2.59 4.29  0.136
C9 -2.87 2.33 -1.64  -0.006
C10 -4.22 2.24 -2.44  -0.229
C11 -5.17 3.44 -2.16  -0.133
O11 -5.39 3.96 -3.41  0.066
C12 -4.65 3.36 -4.35  -0.543
O12 -4.82 3.68 -5.53  0.110
O13 -3.80 2.51 -3.80  0.094
H13 -2.30 1.42 -1.84  0.064
H14 -3.07 2.37 -0.57  0.084
H15 -2.30 3.20 -1.95  0.086
H16 -4.72 1.29 -2.28  0.152
H17 -4.71 4.25 -1.59  0.132
H18 -6.08 3.14 -1.64  0.132
C13 3.39 -2.71 -0.16  -0.004
C14 3.23 -2.33 -1.63  -0.314
C15 4.32 -1.41 -2.20  -0.104
O14 4.80 -2.03 -3.37  0.061
C16 4.28 -3.28 -3.43  -0.463
O15 4.70 -4.11 -4.28  0.082
O16 3.53 -3.53 -2.32  0.064
H19 4.41 -3.08 0.02  0.091
H20 2.72 -3.50 0.18  0.091
H21 3.21 -1.77 0.36  0.072
H22 2.23 -2.02 -1.93  0.139
H23 5.14 -1.28 -1.50  0.137
H24 3.88 -0.46 -2.49  0.115
C17 -4.78 -5.94 1.49  -0.020
C18 -3.37 -5.47 2.01  -0.287
C19 -2.68 -4.45 1.11  -0.095
O17 -3.10 -3.25 1.73  0.067
C20 -3.47 -3.45 3.01  -0.565
O18 -3.75 -2.61 3.85  0.128
O19 -3.59 -4.74 3.18  0.091
H25 -5.53 -5.16 1.40  0.085
H26 -5.32 -6.57 2.21  0.074
H27 -4.72 -6.47 0.54  0.078
H28 -2.74 -6.36 2.13  0.150
H29 -2.89 -4.63 0.06  0.139
H30 -1.59 -4.48 1.17  0.129
C21 1.08 2.56 1.60  0.010
C22 0.97 4.11 1.18  -0.275
C23 0.17 5.10 2.03  -0.082
O20 1.03 6.22 1.96  0.073
C24 2.28 5.89 1.78  -0.527
O21 3.25 6.63 2.05  0.095
O22 2.28 4.61 1.33  0.058
H31 0.12 2.08 1.41  0.073
H32 1.41 2.50 2.64  0.065
H33 1.87 2.17 0.96  0.078
H34 0.76 4.27 0.12  0.143
H35 0.12 4.78 3.07  0.136
H36 -0.84 5.23 1.65  0.139

2.
A structure of composition C24H36F8NO6P2SbV at a distorted geometry, computed with ωB97M-V/def2-TZVPD.

Summary:
Total charge: +3
Maximum force, eV Å⁻¹: 2.07

Each line ends with the Löwdin charge.
Element x y z (Å)
V1 1.35 0.76 -0.99  1.223
C1 0.25 -5.75 0.12  -0.008
C2 0.37 -4.75 1.24  -0.316
C3 -0.84 -4.63 2.13  -0.026
O1 0.68 -3.39 0.60  -0.220
P1 -0.11 -2.14 0.21  0.497
O2 0.95 -1.33 -0.60  -0.415
C4 -0.59 -1.19 1.66  -0.166
P2 -0.87 0.53 1.27  0.549
O3 0.47 0.98 0.54  -0.308
O4 -1.96 0.66 0.20  -0.171
C5 -3.47 0.91 0.47  -0.334
C6 -4.20 -0.35 0.08  -0.018
C7 -3.83 2.13 -0.32  -0.022
O5 -1.15 1.37 2.49  -0.139
C8 -0.30 2.31 3.38  -0.326
C9 -0.95 2.27 4.73  -0.019
C10 -0.28 3.65 2.71  -0.022
O6 -1.42 -2.40 -0.54  -0.165
C11 -1.54 -2.95 -1.96  -0.347
C12 -2.76 -3.84 -1.94  -0.014
C13 -1.64 -1.78 -2.90  -0.015
H1 0.24 -6.75 0.56  0.116
H2 1.11 -5.69 -0.55  0.097
H3 -0.67 -5.61 -0.43  0.079
H4 1.28 -4.91 1.82  0.149
H5 -1.73 -4.38 1.56  0.091
H6 -0.68 -3.91 2.94  0.089
H7 -1.01 -5.60 2.60  0.116
H8 0.21 -1.26 2.40  0.111
H9 -1.51 -1.61 2.08  0.111
H10 -3.53 1.09 1.54  0.142
H11 -4.31 -0.42 -1.01  0.092
H12 -5.20 -0.31 0.51  0.114
H13 -3.71 -1.24 0.45  0.077
H14 -3.67 1.97 -1.38  0.092
H15 -3.27 3.01 0.01  0.091
H16 -4.89 2.34 -0.17  0.115
H17 0.69 1.84 3.39  0.145
H18 -1.95 2.69 4.70  0.105
H19 -0.35 2.87 5.41  0.114
H20 -0.99 1.26 5.13  0.097
H21 -1.29 4.07 2.65  0.104
H22 0.16 3.61 1.71  0.075
H23 0.32 4.33 3.31  0.113
H24 -0.63 -3.53 -2.13  0.145
H25 -3.64 -3.27 -1.62  0.094
H26 -2.63 -4.70 -1.28  0.082
H27 -2.94 -4.21 -2.95  0.113
H28 -2.59 -1.27 -2.77  0.090
H29 -1.59 -2.15 -3.92  0.114
H30 -0.82 -1.08 -2.76  0.057
F1 5.92 1.68 1.45  0.159
C14 5.04 2.10 0.56  -0.217
C15 3.87 1.35 0.41  0.031
C16 3.00 1.83 -0.54  -0.089
C17 3.16 3.01 -1.26  -0.069
C18 4.36 3.69 -1.07  -0.175
F2 4.58 4.81 -1.73  0.156
C19 5.32 3.24 -0.17  0.154
C20 1.99 3.42 -2.01  -0.148
C21 1.82 4.51 -2.85  0.074
C22 0.58 4.70 -3.44  0.044
C23 -0.47 3.81 -3.18  0.016
C24 -0.24 2.75 -2.34  -0.058
N1 0.97 2.57 -1.76  -0.021
H31 3.73 0.46 1.00  0.107
H32 6.24 3.79 -0.03  0.167
H33 2.64 5.19 -3.03  0.139
H34 0.43 5.53 -4.11  0.144
H35 -1.44 3.94 -3.63  0.135
H36 -1.01 2.02 -2.10  0.123
F3 1.21 0.30 -2.62  -0.203
Sb1 3.16 -2.24 -0.34  1.615
F4 2.67 -1.38 1.26  -0.304
F5 4.94 -1.83 -0.17  -0.255
F6 3.30 -3.88 0.50  -0.266
F7 3.01 -0.52 -1.31  -0.347
F8 2.62 -3.06 -1.90  -0.257

Results for energy above the lowest of the compared OMol25 structures with the same formula, charge and spin: 3.467; 0.342 (in eV, following the order of the records).